No. 1
{"formula": "C9H8N4OS", "method": "ωB97M-V/def2-TZVPD", "species": ["H", "N", "H", "C", "H", "C", "C", "H", "N", "H", "C", "H", "N", "S", "H", "C", "N", "C", "O", "C", "H", "C", "C"], "xyz": [[0.2232, -1.7881, 1.6586], [-1.2649, 0.9554, 2.8388], [1.5914, 2.7076, 2.1127], [1.0787, 0.4994, -0.8445], [0.4840, -0.1029, -1.3993], [-2.2121, -1.1206, 0.1758], [0.2014, -1.2386, 0.6822], [-3.1631, -0.6203, 0.1023], [3.3288, -1.9153, 0.2124], [-2.0596, -1.9079, -0.6320], [0.5567, 2.5556, 0.4305], [0.4061, -2.0129, -0.0788], [1.4259, 2.0277, 1.3657], [0.0098, 4.1403, 0.4754], [-0.1873, 2.1561, -1.4215], [1.3887, -0.2613, 0.4341], [0.1926, 1.6813, -0.5997], [2.5176, -1.1141, 0.2201], [2.1136, 0.3596, 2.6492], [-1.1623, -0.6801, 0.8563], [1.9715, 0.7521, -1.5862], [1.6652, 0.6728, 1.5904], [-1.2454, 0.2097, 1.9530]], "nbo_charge": [0.2617, -0.2555, 0.4506, -0.2011, 0.2097, -0.2895, -0.3942, 0.2245, -0.2532, 0.2059, 0.2847, 0.2468, -0.6485, -0.1630, 0.4274, -0.2929, -0.6185, 0.2981, -0.5096, -0.1512, 0.2214, 0.7087, 0.2379], "smiles": "C=C(C#N)C[C@@]1(C#N)CNC(=S)NC1=O", "e_above_lowest_ev": 0.000, "homo_lumo_gap_ev": 8.80}

=====

No. 2
{"formula": "C4H12", "method": "ωB97M-V/def2-TZVPD", "species": ["H", "H", "C", "H", "H", "C", "H", "H", "H", "H", "C", "H", "H", "C", "H", "H"], "xyz": [[-1.0822, -1.5756, 0.4019], [-0.3754, 2.1833, -2.9207], [0.4704, 1.8651, -0.9222], [-1.5684, 2.1063, -1.6458], [0.1137, 1.4354, 0.0215], [0.1898, -1.7591, 2.2062], [-0.7575, 0.6338, -2.2309], [0.5587, 2.9221, -0.6592], [0.1934, -2.7877, 0.3342], [1.3874, 1.3440, -1.1951], [-0.0549, -1.7930, 0.7063], [1.1314, -2.1897, 2.5336], [-0.5545, -2.3780, 2.7023], [-0.6140, 1.6863, -1.9704], [0.0926, -0.7619, 2.6075], [0.5425, -1.0588, 0.1607]], "nbo_charge": [0.1927, 0.1787, -0.9620, 0.1884, 0.1876, -0.7437, 0.1923, 0.1847, 0.1800, 0.1921, -0.8267, 0.1878, 0.1801, -0.7286, 0.1961, 0.2004], "multiplicity": 2, "e_above_lowest_ev": 0.150, "charge": -1, "homo_lumo_gap_ev": [2.80, 12.29]}

=====

No. 3
{"formula": "C56H43AsN4OPdS2Sb", "method": "ωB97M-V/def2-TZVPD", "species": ["C", "C", "C", "H", "C", "C", "C", "H", "C", "N", "C", "C", "H", "C", "H", "C", "C", "N", "H", "C", "C", "C", "H", "H", "C", "H", "C", "H", "C", "H", "H", "C", "Sb", "H", "H", "C", "C", "C", "C", "H", "C", "C", "H", "C", "C", "H", "C", "C", "C", "H", "H", "H", "C", "Pd", "H", "H", "H", "H", "C", "C", "C", "H", "H", "H", "S", "C", "H", "H", "H", "C", "C", "C", "H", "C", "H", "H", "C", "C", "C", "C", "C", "H", "O", "C", "C", "As", "C", "S", "N", "H", "C", "H", "C", "H", "C", "H", "H", "N", "C", "H", "H", "H", "C", "C", "C", "C", "H", "H", "C"], "xyz": [[-6.2840, -0.6137, 2.1105], [1.4967, -2.3897, 3.1061], [0.6306, -5.4044, 1.0558], [-1.3646, -1.1143, 1.7548], [-0.7415, 5.4733, 0.1355], [5.4946, -2.7929, -0.3978], [2.7117, 4.1208, -0.2060], [-0.1187, 7.4982, 0.1346], [-4.4972, -5.2499, 1.4565], [-1.4031, 1.3907, 0.4358], [-2.3597, -5.5248, 3.2145], [0.4010, -0.9051, 4.6473], [-2.8045, -3.5865, -5.3686], [-0.4496, -6.2972, -1.3507], [-4.7487, 1.2218, 0.2577], [0.3315, -4.5042, 0.0361], [-1.2198, 2.7171, 0.2886], [-2.9354, 6.0033, 0.1547], [0.6247, -7.4550, 1.6469], [1.3943, -1.8345, 4.3707], [-0.1816, -7.1912, -0.3238], [-3.9025, 10.9833, 0.0945], [0.3620, -0.4508, 5.6237], [-3.1553, 13.4665, -0.7411], [-0.5613, -0.5872, 3.6969], [-3.1701, 13.3961, 1.0334], [-3.3828, -4.4380, 1.3414], [-4.4691, 3.7137, 0.0778], [-6.0765, -1.4807, -0.5241], [-6.0020, -1.8170, -1.5477], [-4.7768, 7.6966, 0.1175], [1.7096, 5.0555, -0.1106], [-3.3105, -2.9062, -0.2081], [-4.5385, 14.1496, 0.1630], [-5.5553, -4.7984, -1.4472], [-2.4972, 10.8284, 0.1181], [2.3819, 2.7715, -0.0816], [3.2886, -3.7172, -0.6909], [-4.5255, -4.6595, -4.6630], [-6.1647, -5.6249, -3.6739], [4.6584, -3.7785, -0.9090], [-3.4067, -3.8561, -4.5135], [-5.3908, -6.8621, 2.5324], [2.7412, -2.6466, 0.0054], [-4.9475, -4.5341, -2.2993], [-1.4622, -3.8985, 2.1325], [0.3883, 4.6206, 0.0783], [-0.5176, -1.1971, 2.4460], [-2.3319, 3.5875, 0.2006], [-1.8495, 11.6906, 0.1228], [-0.3843, -8.2416, -0.4632], [-1.3625, 0.0980, 3.9390], [-5.0767, -1.7699, 0.3890], [0.6191, 0.1682, 0.6844], [-8.1462, 0.2571, 1.5116], [5.0675, -4.5950, -1.4815], [-0.8697, 9.4865, 0.1566], [-7.9833, -0.5630, -0.8126], [-7.1927, -0.7699, -0.1088], [-4.5252, -6.2209, 2.4470], [-2.3225, -4.5592, 2.2205], [1.9394, 6.1046, -0.2066], [2.6388, -4.4995, -1.0771], [-0.8352, -6.6564, -2.2938], [-0.2235, -1.3970, -1.0960], [-2.7595, 8.4285, 0.1347], [-0.3680, -4.2349, -1.9795], [-4.8057, -5.0202, -5.6407], [-5.3463, -5.1325, 0.7990], [-4.7229, 9.8261, 0.0895], [-3.7968, 13.3525, 0.1379], [-3.8285, -3.7321, -2.1629], [2.0961, -2.1193, 5.1387], [-3.7765, 1.6892, 0.2811], [-6.3609, -0.2797, 3.1354], [-3.4869, -7.1260, 4.0813], [-3.0549, -3.3876, -3.2568], [4.9600, -1.7088, 0.2674], [-2.2103, 7.1098, 0.1456], [-3.6257, 3.0519, 0.1816], [-5.2917, -4.9988, -3.5602], [5.5980, -0.9189, 0.6310], [-4.5226, 12.1409, 0.0853], [-2.0642, 4.9842, 0.1568], [-3.4569, -6.3641, 3.3168], [0.8161, -2.6364, 0.2877], [0.3738, -6.7510, 0.8684], [2.9784, -0.1557, 1.1958], [-0.8645, 6.8226, 0.1363], [-5.7915, 9.9747, 0.0776], [3.5759, -1.6101, 0.4555], [-2.7414, -0.1654, 0.5188], [-4.1621, 8.5821, 0.1123], [6.5634, -2.8694, -0.5298], [-2.6312, 0.9103, 0.4260], [-4.3907, -1.5656, 2.4217], [1.0557, -5.0440, 1.9884], [1.1493, 2.3457, 0.1134], [-7.2903, -0.3239, 1.2005], [3.1638, 2.0241, -0.1521], [-1.5339, -5.6147, 3.9044], [2.3174, -3.0593, 2.8617], [0.5455, -2.0691, 2.1433], [0.1348, 3.2256, 0.1770], [-5.1714, -1.3339, 1.7052], [-1.9450, 9.5759, 0.1359], [3.7347, 4.4116, -0.3751], [-2.1840, -2.7528, -3.1451], [-0.1911, -4.9461, -1.1750]], "mulliken_charge": [-0.5576, -0.8079, -0.3147, 0.5947, 0.0823, -0.7250, -1.2370, 0.1961, -0.6755, 0.9071, -0.6027, -0.8999, 0.4368, -0.8691, 0.2788, 0.3496, -0.3348, -0.7722, 0.4609, -0.9051, -0.6452, 0.9119, 0.4694, 0.3722, -0.9923, 0.3716, 0.5671, 0.6225, -0.6030, 0.4628, 0.5483, -0.4054, 0.6765, 0.2531, 0.2948, -0.5580, 0.0116, -0.5945, -0.6291, 0.4374, -0.7920, -0.5925, 0.4485, -0.1110, -0.2988, 0.3169, 0.5082, 0.2320, 0.4853, 0.4784, 0.4436, 0.5716, 0.4178, -0.4241, 0.4353, 0.4449, 0.2901, 0.4374, -0.6214, -0.7101, -0.1065, 0.4648, 0.4717, 0.5099, -0.2120, 0.5660, 0.4480, 0.4184, 0.3349, -0.6580, -0.8304, 0.8634, 0.4815, -0.7319, 0.4397, 0.4347, -0.4729, -0.5729, 0.2129, -0.7955, -0.6693, 0.5102, -0.3809, 0.7876, -0.7661, 2.3390, -0.6755, -0.2060, -0.0864, 0.4786, 1.0006, -0.1448, -0.4896, 0.4202, -0.1511, 0.4207, 0.3078, -0.2651, -0.6108, 0.4891, 0.4914, 0.4754, 0.9001, 0.1065, -0.4249, -0.7502, 0.4612, 0.3682, -0.3387], "multiplicity": 5, "e_above_lowest_ev": 0.954, "charge": 3, "homo_lumo_gap_ev": [7.48, 4.35]}

=====

No. 4
{"formula": "C30H51CeN8O4PS2", "method": "ωB97M-V/def2-TZVPD", "species": ["H", "C", "H", "H", "C", "H", "C", "C", "C", "C", "O", "H", "H", "C", "C", "C", "H", "H", "H", "O", "N", "H", "H", "H", "H", "C", "N", "C", "H", "H", "H", "H", "H", "H", "H", "Ce", "N", "H", "C", "N", "H", "H", "O", "C", "C", "C", "C", "H", "C", "H", "H", "S", "C", "H", "H", "C", "C", "S", "H", "C", "C", "O", "H", "N", "H", "C", "H", "H", "C", "H", "N", "H", "C", "H", "H", "H", "H", "H", "H", "H", "P", "N", "C", "H", "H", "C", "H", "H", "H", "C", "H", "H", "N", "H", "C", "C", "H"], "xyz": [[4.3330, -2.1544, -1.1793], [3.3759, 0.6281, 4.8146], [1.7550, -3.1858, 3.1844], [-4.1004, -4.3937, -2.3412], [-1.4404, -2.3539, -1.9658], [-4.7845, -2.4128, -3.6767], [-2.2752, 2.7944, -1.8883], [-0.1248, 3.6507, -2.8461], [-3.6776, 1.8755, 1.9128], [-2.4959, 1.3368, 1.1180], [1.6837, -2.1069, -1.3641], [1.7866, -4.1187, 1.6751], [-1.5876, 1.7784, -4.3112], [-3.7491, -3.4012, -2.0492], [3.4887, 2.3504, -1.4592], [3.4044, -2.6637, 1.9115], [-0.4906, -2.2977, 2.8377], [1.2573, -2.5362, -3.3404], [3.6719, 1.1576, 6.8574], [3.0963, 0.1713, 2.5201], [-1.9528, 1.4328, -2.2861], [3.0641, -0.3876, 5.0282], [-4.2811, 2.5252, 1.2694], [4.3204, 4.2630, 3.9938], [-3.1357, -2.8956, -4.0429], [-3.7752, -2.4730, -3.2635], [3.4003, 3.0436, -0.3731], [-3.2944, -1.0575, -2.9185], [-2.9206, 2.7494, -1.0120], [-5.3989, 1.0550, 2.9630], [-4.1046, -0.4751, -2.4711], [-2.3883, -3.4243, -0.3581], [3.8487, 2.5594, -3.4333], [-5.5748, 0.4467, 0.5422], [-0.7839, 0.3497, -3.6268], [1.8109, 0.2366, 0.6512], [0.2318, -0.2986, 3.8827], [1.9252, -3.8491, -0.3674], [0.2282, 2.2132, -3.2216], [-0.1969, 0.0902, -0.5347], [-1.3250, 4.6651, -1.3427], [-0.5219, -3.5072, 1.5104], [1.0879, -2.1971, 1.4963], [1.9567, -3.1229, 2.1090], [-1.0323, 3.6471, -1.6154], [0.3438, 0.7045, 3.3000], [4.0549, 2.8197, 5.5443], [-1.0766, -2.6106, -2.9727], [-3.7088, -0.6055, 0.4293], [0.7878, 1.7574, -2.4023], [-3.0200, -0.5442, -3.8522], [3.6739, 0.6259, -1.5997], [-4.9400, -0.1451, 1.2089], [1.1001, -0.8317, -2.8085], [4.4255, -3.6651, -0.2263], [1.7010, -1.7354, -2.7353], [3.8077, -2.7902, -0.4639], [0.4654, 2.1595, 2.5385], [-0.8596, -1.7806, 1.1732], [-1.0467, 1.3943, -3.4329], [-0.2818, -2.4718, 1.7840], [3.6288, -1.9839, 0.6854], [0.7859, 4.2214, -2.6529], [3.4585, 3.0474, -2.6478], [-1.8676, 2.1523, 0.7716], [2.4821, -3.2312, -1.0732], [4.3019, 3.5041, 6.3463], [-3.2977, 2.4684, 2.7475], [3.7262, 2.3780, 3.1783], [-3.1069, -1.2548, 1.0901], [-2.9401, 0.5452, -0.0345], [-3.9173, 0.0984, 3.0854], [3.7373, 2.9127, 1.8381], [2.6725, -3.8260, -1.9744], [-0.5711, -2.2109, -1.3244], [-5.5097, -1.0211, 1.5334], [-4.4524, -3.0292, -1.3007], [-2.8483, 3.2552, -2.7068], [4.1549, 3.9123, 1.7020], [2.7115, -1.5196, -3.0861], [-1.6021, 0.2269, -1.1104], [3.2905, 2.3119, 0.7979], [-4.5245, 0.7063, 2.4065], [3.6354, -1.9230, 2.6704], [-1.8808, 0.7228, 1.7852], [3.6971, 1.4991, 5.8288], [-4.0205, -1.2013, -0.4248], [-1.8631, -4.4493, -1.6961], [4.0741, -3.5272, 1.9991], [-2.3283, -3.4907, -1.4467], [0.8547, 2.1845, -4.1170], [3.6429, 4.0359, -2.5803], [-2.1748, -1.1042, -1.9941], [-0.4807, 3.2134, -0.7749], [4.0661, 3.2347, 4.2317], [3.3757, 1.0239, 3.4564], [-0.6516, 4.1292, -3.6827]], "mulliken_charge": [0.3765, -0.3456, 0.5185, 0.4601, 0.8733, 0.5065, -0.8752, -1.3741, -1.4067, 0.1137, 1.0319, 0.4042, 0.4143, -0.7666, 0.4767, -0.6565, 0.4191, 0.3009, 0.3751, -0.2877, 0.4269, 0.3191, 0.3237, 0.3370, 0.3585, -1.0044, -1.3900, -0.8820, 0.1865, 0.4447, 0.4811, 0.0029, 0.2195, 0.4098, 0.4722, 0.5508, -0.6775, 0.1422, 0.7647, 0.0512, 0.4533, 0.4228, 1.0861, -0.9839, 0.1892, 0.7222, -0.7258, 0.3169, 0.8323, -0.7358, 0.2338, -0.6896, -1.0606, 0.2865, 0.4044, -1.4997, -0.8696, -0.4604, 0.0697, -1.2955, -1.2463, -0.1358, 0.5004, -0.2884, 0.3867, -0.6485, 0.3730, 0.4036, 1.0660, -0.0266, 0.1741, 0.3174, -0.9859, 0.5442, -1.5009, 0.3757, 0.2174, 0.5135, 0.2181, 0.5060, -2.0824, 1.1000, -0.7791, -0.0395, 0.0431, -0.6283, -0.7236, 0.6276, 0.5308, -0.6897, 0.5487, 0.2649, 1.5660, -0.2186, -0.6940, 0.2483, 0.3709], "multiplicity": 2, "e_above_lowest_ev": 0.608, "charge": -1, "homo_lumo_gap_ev": [7.03, 7.03]}

=====

No. 5
{"formula": "H2N3O2S", "method": "ωB97M-V/def2-TZVPD", "species": ["O", "O", "H", "N", "N", "S", "H", "N"], "xyz": [[-1.5506, 2.5174, -1.9166], [0.8069, 1.2372, -1.9911], [0.0589, 0.8905, 1.1012], [-0.1843, 1.1728, -0.7972], [-1.3433, 1.6326, -1.0043], [-2.5193, 1.2263, 0.1927], [1.1608, 0.1861, 0.1308], [0.2222, 0.3757, 0.3176]], "nbo_charge": [-0.4776, -0.6703, 0.3622, 0.2228, 0.1788, -0.3757, 0.3772, -0.6173], "smiles": "NN([O-])[N+]([O-])=S", "e_above_lowest_ev": 3.314, "charge": -1, "homo_lumo_gap_ev": [7.78, 7.77]}

=====

What is the formula in the fourth record?
C30H51CeN8O4PS2